Below is an isolated ion of composition C13H13N2 and charge +1 at a distorted geometry, with properties calculated with wB97M-V/def2-TZVPD.

Geometry as XYZ:
```
28
Properties=species:S:1:pos:R:3:forces:R:3:nbo_charge:R:1
C -1.737049 -1.351941 2.988962 -2.3 -0.2 3.6 -0.20
C -0.550934 -1.093346 2.428070 2.9 -0.5 0.2 -0.18
C -2.905951 -1.034836 2.274751 0.0 -1.3 1.1 0.06
C -0.561261 -0.606397 1.138110 -1.2 -0.1 -0.6 0.00
C -1.778064 -0.343939 0.508527 1.9 -0.7 -0.4 0.11
C -0.528795 1.865806 -2.778013 1.8 0.5 1.5 0.07
C 0.419531 1.351353 -1.870809 0.2 -0.7 0.7 -0.29
C -1.490058 0.313852 -0.802840 -1.4 0.4 1.8 0.15
C -1.945902 1.595837 -2.658113 0.5 0.6 -1.3 -0.38
C 0.610213 -0.267074 0.293648 0.9 -0.3 0.9 -0.19
C -0.054013 0.518072 -0.774208 0.3 1.5 -4.3 0.35
C 1.458338 0.623577 1.204440 1.7 0.8 1.8 -0.62
C 1.200805 -1.573557 -0.338384 -0.5 -1.3 0.6 -0.59
N -2.923427 -0.641956 1.048536 -1.4 1.3 -1.5 -0.36
N -2.386149 0.855453 -1.565071 0.3 -1.5 0.2 -0.24
H -1.857020 -1.683966 4.114129 0.4 0.6 -2.6 0.25
H 0.417642 -1.289380 2.969971 -1.2 0.2 -0.7 0.24
H -3.881155 -1.179787 2.673315 -0.5 -0.3 0.7 0.21
H -0.171228 2.626250 -3.490473 -0.3 -0.7 0.0 0.25
H 1.503279 1.585309 -2.019344 -1.1 -0.2 0.3 0.26
H -2.513304 2.553705 -2.663407 0.1 -0.3 -0.4 0.32
H -2.150909 1.138645 -3.706974 -0.4 0.3 1.4 0.34
H 2.393346 1.046664 0.809663 -0.5 0.1 -0.6 0.24
H 1.892985 0.234896 2.219915 -1.3 -0.2 -1.9 0.26
H 0.760629 1.429218 1.513909 0.7 -0.1 -0.1 0.23
H 2.151216 -1.428172 -0.838966 0.3 0.1 0.3 0.23
H 0.524154 -1.946421 -1.134802 0.1 0.2 0.5 0.23
H 1.254428 -2.447907 0.438760 0.1 1.9 -1.3 0.26
```
Forces are in eV/Å.

Calculated values
* HOMO level: -0.472 hartree
* net charge: +1

***

Below is C13H13N3O4Sc as an isolated structure, with properties calculated with wB97M-V/def2-TZVPD.

Geometry as XYZ:
```
34
Properties=species:S:1:pos:R:3:forces:R:3:nbo_charge:R:1
Sc 0.419164 -2.786976 -0.845605 0.0 -0.1 -0.3 2.02
O 4.071415 -3.339065 0.888507 0.0 0.1 0.0 -0.50
C 2.910460 -3.180429 0.669348 -0.1 -0.1 -0.4 0.76
O 2.312810 -3.158173 -0.532238 0.2 0.0 0.1 -0.84
C 1.872126 -3.012001 1.754849 0.1 0.0 0.3 0.11
C 2.071892 -3.056189 3.120888 -0.1 0.0 0.0 -0.18
C 0.944798 -2.982302 3.937301 0.0 0.0 0.0 -0.12
C -0.335377 -2.901265 3.390789 0.1 0.0 0.0 -0.19
C -0.439493 -2.866718 2.014164 0.0 0.0 0.4 0.11
N 0.649658 -2.884553 1.257743 0.0 0.0 0.1 -0.53
C -1.702143 -2.878461 1.184655 0.0 -0.1 -0.4 0.76
O -2.798286 -2.806565 1.650205 0.0 0.0 0.0 -0.51
O -1.386998 -2.982333 -0.114573 -0.1 0.1 0.2 -0.84
H 3.068845 -3.169179 3.522235 0.0 0.0 0.0 0.26
H 1.063259 -3.018069 5.012293 0.0 0.0 0.0 0.24
H -1.224366 -2.891417 4.004930 0.0 0.0 0.0 0.26
N 0.325807 -0.750113 -1.494861 0.0 0.1 0.1 -0.67
C 0.224657 0.410142 -1.494744 -0.1 0.1 -0.1 0.70
N 0.100148 1.687526 -1.533408 0.1 0.0 -0.1 -0.45
C 0.351441 2.429901 -2.808236 0.0 -0.1 0.2 -0.19
C -0.465969 3.716329 -2.780779 0.1 0.1 -0.1 -0.42
C -1.833896 3.457974 -2.162258 -0.1 0.0 0.0 -0.40
C -1.709747 3.119109 -0.668769 0.0 0.0 0.1 -0.42
C -0.364643 2.465229 -0.356518 0.1 -0.2 -0.1 -0.20
H 0.031212 1.780071 -3.622222 0.0 0.0 0.0 0.22
H 1.421709 2.613283 -2.899262 0.0 0.0 0.0 0.22
H -0.551862 4.079013 -3.804896 0.0 0.0 0.0 0.25
H 0.067934 4.490938 -2.225417 0.0 0.0 0.0 0.21
H -2.308952 2.628037 -2.693031 0.0 0.0 0.0 0.21
H -2.488907 4.316529 -2.297899 0.0 0.0 0.0 0.24
H -2.522716 2.463562 -0.357351 0.0 0.0 0.0 0.22
H -1.782934 4.022961 -0.061664 0.0 0.0 0.0 0.23
H -0.408258 1.787884 0.493933 -0.1 0.0 0.0 0.23
H 0.417201 3.195336 -0.148121 0.0 0.1 0.0 0.22
```
Forces are in eV/Å.

Calculated values
* HOMO level: -0.494 hartree
* net charge: +1

***

| no. | orbital gap (eV) | molar mass (Da) |
| --- | --- | --- |
| 1 | 6.48 | 197.3 |
| 2 | 9.36 | 320.2 |